No. 1
A cluster of 12 separate species, C68H160N8O20 in total at a distorted geometry, computed with wB97M-V/def2-TZVPD.

Results
* LUMO energy: 0.14 eV
* E: -125965.67261 eV
* HOMO energy: -7.45 eV
* orbital gap: 7.5842 eV
* largest force on an atom: 2.523 eV/A

Geometry as XYZ:
```
256
C68H160N8O20, DFT wB97M-V/def2-TZVPD
C -14.82747 1.23827 -27.23447
C -14.36801 2.33428 -26.25435
C -15.35336 3.50570 -26.33966
C -14.38935 1.63050 -24.88600
C -13.59492 2.30136 -23.77374
C -12.19840 2.70819 -24.24692
C -12.09878 3.36199 -25.62930
C -12.47333 4.85374 -25.47188
C -10.61885 3.20068 -26.00897
N -12.96936 2.66540 -26.55371
O -12.77756 3.09506 -27.88433
H -14.87377 1.69100 -28.22924
H -14.08729 0.44018 -27.33044
H -15.75977 0.81449 -26.86988
H -15.49651 4.02025 -25.39228
H -15.10071 4.13694 -27.19470
H -16.32790 3.15814 -26.70126
H -15.43342 1.64694 -24.55146
H -14.12515 0.57826 -24.99696
H -14.11051 3.20749 -23.43005
H -13.57614 1.58862 -22.94755
H -11.70963 1.72332 -24.30060
H -11.68471 3.19379 -23.41612
H -12.61072 5.31241 -26.45590
H -11.69552 5.40439 -24.94681
H -13.48766 4.94472 -25.08146
H -10.35102 2.16298 -26.20063
H -9.93020 3.58564 -25.25800
H -10.48797 3.80688 -26.91053
H -12.53674 2.31620 -28.39838
C -17.00474 4.56319 -23.16533
C -17.30478 5.60331 -24.25246
C -17.99501 6.81035 -23.62307
C -15.90075 5.97412 -24.78838
C -15.97661 6.78255 -26.09429
C -16.73272 5.89790 -27.08046
C -18.15409 5.40384 -26.68678
C -19.05010 6.62616 -26.98315
C -18.50555 4.25520 -27.59895
N -18.10775 4.98508 -25.30002
O -19.29070 4.37940 -24.82675
H -17.81819 3.90695 -22.84848
H -16.24039 3.85074 -23.49391
H -16.61790 5.01361 -22.24790
H -18.11991 7.62141 -24.34583
H -19.01211 6.56457 -23.30934
H -17.40833 7.13723 -22.76622
H -15.48349 6.66055 -24.04536
H -15.31822 5.05988 -24.86418
H -16.45695 7.74290 -25.91060
H -14.93048 6.90062 -26.36984
H -16.14520 5.01465 -27.35336
H -16.81112 6.45728 -28.02008
H -19.24938 6.79181 -28.04139
H -18.61512 7.50385 -26.50367
H -20.01520 6.50265 -26.47339
H -18.49403 4.60447 -28.63699
H -19.52061 3.87365 -27.46707
H -17.88684 3.35787 -27.53786
H -19.19521 3.43424 -25.08768
C -20.66751 8.93338 -31.95142
C -21.81652 7.93824 -31.88172
C -21.36067 6.67319 -31.13562
C -22.94396 8.53657 -31.04003
C -23.87290 9.48338 -31.82321
C -24.30865 8.79272 -33.12135
C -23.14032 8.38936 -34.01778
C -23.76585 7.46501 -35.10863
C -22.50792 9.58786 -34.69559
N -22.28913 7.50332 -33.20310
O -21.26373 6.86084 -33.93562
H -20.12806 9.01131 -31.00335
H -19.92101 8.64899 -32.69932
H -20.91715 9.96587 -32.20868
H -21.13204 6.96363 -30.10473
H -22.17681 5.95196 -31.06894
H -20.45844 6.19648 -31.51458
H -23.58146 7.76153 -30.59561
H -22.69740 9.13777 -30.15977
H -24.75291 9.83398 -31.28673
H -23.24570 10.35808 -32.02984
H -24.96083 9.42651 -33.72898
H -24.89990 7.93197 -32.79957
H -24.47680 6.75905 -34.67240
H -23.02408 6.78202 -35.52361
H -24.23830 8.07090 -35.87849
H -23.09913 10.10786 -35.44733
H -21.67111 9.17008 -35.27068
H -22.09800 10.29740 -33.97873
H -21.63483 5.98496 -34.08407
C -16.80006 1.32698 -21.33069
C -16.00837 0.60826 -20.21153
C -17.03190 -0.12534 -19.32198
C -15.06234 -0.45252 -20.79592
C -13.81750 0.19623 -21.42384
C -13.11812 1.17848 -20.47359
C -14.09344 2.21366 -19.88076
C -13.32628 2.86490 -18.69018
C -14.35327 3.35353 -20.86392
N -15.26170 1.55536 -19.35568
O -16.14491 2.36242 -18.60176
H -17.59948 0.68435 -21.71370
H -17.29705 2.23451 -20.98802
H -16.14472 1.51975 -22.18106
H -16.57623 -0.24027 -18.33211
H -17.96139 0.42716 -19.18012
H -17.29650 -1.12501 -19.66504
H -14.74677 -1.14568 -20.01788
H -15.51009 -0.95461 -21.65560
H -13.11396 -0.60274 -21.67754
H -14.00090 0.70209 -22.37457
H -12.43521 1.78510 -21.07216
H -12.54133 0.70908 -19.67778
H -13.44577 2.28016 -17.77558
H -13.48519 3.91499 -18.44862
H -12.25149 2.78536 -18.88800
H -13.41291 3.82828 -21.16376
H -14.86386 4.18516 -20.36374
H -14.93835 3.18591 -21.76618
H -16.33287 1.76683 -17.86914
C -13.80480 8.83644 -27.84176
O -12.81360 9.00778 -28.83496
C -12.05939 7.81748 -28.89112
C -12.78604 6.48289 -28.93144
N -13.62453 6.28803 -30.10776
C -14.31379 5.01674 -30.04735
C -15.44429 4.87566 -31.03538
O -16.45364 5.76822 -30.56248
C -17.63360 5.66048 -31.30498
H -13.41490 8.59991 -26.84791
H -14.41015 7.99972 -28.21216
H -14.47006 9.69857 -27.85556
H -11.49941 7.73290 -27.94457
H -11.30818 7.92002 -29.67241
H -13.49488 6.47198 -28.08964
H -12.04321 5.69947 -28.79967
H -14.26042 7.05210 -30.28403
H -14.60709 4.79103 -29.01712
H -13.62984 4.19870 -30.31054
H -15.76565 3.82700 -31.08803
H -15.20582 5.10296 -32.08064
H -18.02037 4.64018 -31.35328
H -17.60223 6.06366 -32.32676
H -18.39575 6.31985 -30.88060
C -24.44562 9.20269 -27.56227
O -23.07948 9.59197 -27.52408
C -22.40440 8.93017 -26.46414
C -20.97446 9.41898 -26.42885
N -20.85972 10.68008 -25.65012
C -19.46234 11.13557 -25.44810
C -18.63120 11.42584 -26.72176
O -18.28266 10.21004 -27.33733
C -17.61707 10.36904 -28.56836
H -25.05460 9.75901 -28.27173
H -24.85177 9.45693 -26.57501
H -24.57920 8.12992 -27.72580
H -22.31006 7.86367 -26.71445
H -22.91318 9.03816 -25.50376
H -20.65665 9.51638 -27.46542
H -20.37391 8.65401 -25.93351
H -21.25824 11.34584 -26.31539
H -18.96334 10.32504 -24.90850
H -19.54304 12.05208 -24.86191
H -17.68663 11.88193 -26.40164
H -19.26358 12.11709 -27.29319
H -16.71815 10.98086 -28.41445
H -18.22396 10.84765 -29.34385
H -17.30154 9.38916 -28.92330
C -18.14321 13.40055 -19.07916
O -17.65455 12.08972 -19.23033
C -18.65246 11.08044 -19.18488
C -18.92305 10.47007 -20.55013
N -17.82778 9.56917 -20.92021
C -16.46347 10.05287 -20.85897
C -15.54374 9.16787 -21.70690
O -15.87196 9.23177 -23.08612
C -15.63812 10.46373 -23.72806
H -18.79878 13.68572 -19.91026
H -17.38703 14.18365 -19.16015
H -18.60852 13.47836 -18.09598
H -19.54431 11.53443 -18.73308
H -18.34079 10.35344 -18.42768
H -18.97485 11.31749 -21.24439
H -19.90387 10.00259 -20.55238
H -18.04501 9.13816 -21.81205
H -16.01937 9.89043 -19.86869
H -16.41001 11.11401 -21.11229
H -15.66831 8.11019 -21.48048
H -14.52098 9.49001 -21.48581
H -14.56714 10.69091 -23.73834
H -16.17912 11.26275 -23.21370
H -15.97418 10.44574 -24.76382
C -19.78728 1.10660 -29.15818
O -19.15880 0.03776 -28.47734
C -20.05118 -0.91334 -27.96850
C -19.28249 -2.16761 -27.53721
N -20.11199 -3.31549 -27.21270
C -20.99245 -3.13602 -26.07570
C -21.98365 -4.25428 -25.86322
O -21.28733 -5.45123 -25.57428
C -22.07619 -6.59608 -25.77083
H -19.01926 1.80148 -29.49010
H -20.49561 1.66313 -28.54260
H -20.28246 0.71261 -30.05114
H -20.83040 -1.31522 -28.62882
H -20.54239 -0.54747 -27.06057
H -18.66741 -1.90856 -26.66974
H -18.54339 -2.46658 -28.28281
H -20.58512 -3.68341 -28.02801
H -21.57460 -2.20197 -26.11912
H -20.36469 -3.04442 -25.18222
H -22.62294 -4.35147 -26.75045
H -22.59050 -4.01441 -24.98146
H -23.00271 -6.61844 -25.19387
H -21.47115 -7.46558 -25.50592
H -22.26482 -6.78539 -26.83496
O -22.57134 6.89780 -21.42988
C -22.44076 8.29239 -21.60238
C -21.55484 8.55178 -22.80240
O -21.10681 9.91412 -22.83263
H -22.69364 6.73952 -20.49036
H -23.36354 8.87518 -21.73348
H -21.97995 8.76780 -20.72481
H -22.09032 8.33214 -23.72858
H -20.64458 7.94599 -22.76579
H -21.10901 10.16864 -23.77574
O -19.67909 1.79614 -25.57154
C -18.90651 0.87947 -24.76670
C -17.43918 0.94762 -25.14248
O -17.13151 0.30572 -26.37272
H -20.60649 1.67183 -25.34454
H -19.04154 1.21882 -23.73572
H -19.30531 -0.12639 -24.91748
H -16.77601 0.52158 -24.39149
H -17.12481 1.99256 -25.28821
H -17.78184 0.45036 -27.08139
O -17.83376 7.37362 -19.16625
C -19.00900 6.78710 -19.69411
C -19.29344 5.49952 -18.96160
O -18.46002 4.40224 -19.30491
H -17.74360 8.23725 -19.64153
H -19.83124 7.51116 -19.57721
H -18.99109 6.61313 -20.77896
H -20.34053 5.20608 -19.02443
H -19.10206 5.67694 -17.89591
H -17.53733 4.67730 -19.25953
O -23.90925 4.17996 -28.19709
C -22.55978 3.86470 -28.57527
C -22.66784 3.09827 -29.88859
O -23.41731 3.88744 -30.82558
H -24.36566 4.41834 -29.01509
H -21.96043 4.77444 -28.68499
H -22.16965 3.23785 -27.77393
H -23.29727 2.21330 -29.73978
H -21.73998 2.72906 -30.33517
H -23.22124 3.61255 -31.72213
```

No. 2
A cluster of 7 separate species, C18H48Cl4O18P4 in total at a distorted geometry, computed with wB97M-V/def2-TZVPD.

Results
* LUMO energy: 0.24 eV
* E: -143550.27696 eV
* HOMO energy: -10.10 eV
* orbital gap: 10.3415 eV
* largest force on an atom: 4.411 eV/A

Geometry as XYZ:
```
92
C18H48Cl4O18P4, DFT wB97M-V/def2-TZVPD
C -3.39037 1.85204 3.99897
O -3.86412 2.21074 5.30773
P -4.80091 1.11953 6.10239
O -4.08063 -0.02239 6.73137
O -5.99005 0.67750 5.06671
C -7.10594 -0.00708 5.46356
O -5.60538 2.05943 7.08863
C -5.01068 2.92953 8.02774
H -4.13930 1.80859 3.20820
H -2.81557 0.93391 4.12040
H -2.84348 2.77133 3.78939
H -7.15706 -0.20861 6.53354
H -7.11523 -0.97591 4.96417
H -8.03501 0.47523 5.15976
H -4.01451 2.61954 8.34339
H -5.64356 2.92833 8.91518
H -4.93822 3.91409 7.56569
C -5.82334 4.61605 -2.72238
O -4.60666 5.16027 -2.07917
P -3.61873 4.22338 -1.19374
O -3.87731 2.77075 -1.12974
O -2.15794 4.66363 -1.74338
C -0.98872 3.96492 -1.17774
O -3.60724 5.00683 0.29039
C -4.76220 4.81270 1.07954
H -6.76395 5.00975 -2.33720
H -5.85996 3.54368 -2.53063
H -5.82661 4.71701 -3.80769
H -0.43503 4.51779 -0.41889
H -0.38565 3.60920 -2.01313
H -1.46477 3.18087 -0.58887
H -4.94006 3.78975 1.41122
H -5.68593 5.25272 0.70376
H -4.72795 5.37400 2.01330
C 2.42750 -2.81007 3.26296
O 2.07371 -4.09011 2.93174
P 2.34334 -4.57913 1.46116
O 3.73787 -4.40232 0.97297
O 1.18830 -3.86691 0.68225
C 1.51319 -3.57348 -0.69181
O 1.82790 -6.13925 1.47803
C 0.55580 -6.49481 1.97859
H 3.48009 -2.68110 3.51496
H 1.82054 -2.41773 4.07890
H 2.30788 -2.09430 2.44965
H 1.84167 -2.53785 -0.60425
H 0.57486 -3.57484 -1.24647
H 2.27966 -4.20181 -1.14550
H 0.37247 -7.09729 2.86825
H 0.07819 -6.95465 1.11341
H -0.06076 -5.62300 2.19743
C 1.79107 -4.88799 -7.26229
O 2.78253 -4.81730 -6.24578
P 2.77418 -3.49820 -5.25367
O 1.72210 -3.42482 -4.23820
O 2.79141 -2.20770 -6.19665
C 3.34746 -1.02999 -5.75994
O 4.24426 -3.57685 -4.57884
C 5.42368 -3.69320 -5.42936
H 0.82369 -4.38776 -7.21702
H 1.38453 -5.88408 -7.43732
H 2.20766 -4.70601 -8.25297
H 3.98330 -1.26061 -4.90518
H 2.68080 -0.18486 -5.58844
H 4.00425 -0.61406 -6.52397
H 6.14675 -3.05330 -4.92359
H 5.28228 -3.17639 -6.37857
H 5.67738 -4.75321 -5.41948
C 1.90808 -0.01184 -2.09985
C 2.24688 0.22590 -0.69219
O 1.39923 0.90113 0.17527
C 0.41762 0.29517 0.87237
C -0.32124 1.15177 1.81664
O 0.10650 -0.85289 0.69321
H 2.68736 -0.54110 -2.64821
H 1.67240 0.97811 -2.49043
H 1.11114 -0.75543 -2.09126
H 2.42696 -0.61860 -0.02699
H 3.28277 0.56451 -0.67226
H 0.33020 1.51615 2.61098
H -1.19060 0.56869 2.12050
H -0.74042 2.00991 1.29131
Cl 3.13393 3.29114 -3.63539
C 4.58819 3.24414 -2.51002
Cl 5.80551 2.00534 -3.00262
H 5.20480 4.13689 -2.61438
H 4.31587 3.19110 -1.45592
Cl 6.55492 0.11267 1.14937
C 5.72285 1.67690 1.26618
Cl 4.16344 1.69492 2.14823
H 6.35536 2.42105 1.75019
H 5.47077 1.79025 0.21179
```